1.
A cluster of 2 separate species, C4H11N2OS in total at a distorted geometry. Source: the OMol25 dataset; level of theory: the ωB97M-V functional and the def2-TZVPD basis.

Element x y z (Å)
S 1.48 -0.16 0.47
O -1.51 2.65 3.29
N -0.66 2.16 1.15
N -0.91 0.47 2.76
C 0.28 -1.29 -0.36
C 0.66 -1.73 -1.78
C -1.06 1.86 2.47
C 0.67 -0.56 -2.76
H -0.73 -0.82 -0.35
H -0.33 -0.15 -2.84
H -0.75 3.15 0.83
H 0.14 -2.19 0.31
H 1.27 0.28 -2.34
H -0.09 -2.53 -2.15
H -0.09 0.04 2.37
H 0.09 1.56 0.70
H -1.15 0.28 3.74
H 1.08 -0.82 -3.79
H 1.62 -2.22 -1.75

Calculated values
Maximum force (eV Å⁻¹): 2.455
HOMO-LUMO gap (Ha): 0.262
Charge: -1
Total energy (hartree): -742.03257
HOMO level (Eh): -0.1195
ΔE to the lowest compared entry with this formula, charge and spin (kcal/mol): 9.0

***

2.
A cluster of 2 separate species, C4H11N2OS in total at a distorted geometry. Source: the OMol25 dataset; level of theory: the ωB97M-V functional and the def2-TZVPD basis.

Element x y z (Å)
S 2.66 0.37 -0.56
O -1.49 1.00 0.67
N -1.99 -0.99 -0.42
N 0.81 0.29 1.87
C 0.91 -0.22 -0.69
C -2.60 -0.05 -1.37
C 0.28 -0.49 0.72
C -1.34 -0.28 0.72
H 0.49 -1.15 -1.19
H 0.36 0.63 -1.11
H -3.42 0.57 -1.03
H -1.68 -0.75 1.69
H -1.70 0.49 -1.68
H 0.28 -1.58 0.91
H 2.31 -1.36 -1.56
H -2.91 -0.54 -2.31
H -2.73 -1.64 -0.18
H 1.78 0.35 1.58
H 0.38 1.19 1.67

Calculated values
Maximum force (eV Å⁻¹): 5.307
HOMO-LUMO gap (spin up / spin down) (Ha): 0.281 / 0.274
Charge: 0
Total energy (hartree): -741.70271
HOMO level (spin up / spin down) (Eh): -0.3389 / -0.3438
2S+1: 2
ΔE to the lowest compared entry with this formula, charge and spin (kcal/mol): 98.5

***

3.
The molecule C4H11N2OS at a distorted geometry. Source: the OMol25 dataset; level of theory: the ωB97M-V functional and the def2-TZVPD basis.

Element x y z (Å)
S -1.49 -1.25 -0.51
O 2.17 -0.16 -0.49
N 1.71 -0.87 1.71
N 0.36 1.12 -0.95
C 1.11 0.37 -0.06
C -0.91 1.68 -0.50
C -2.06 0.56 -0.38
C 0.76 0.10 1.39
H 0.61 1.32 -1.96
H 2.73 -0.25 1.42
H -0.34 -0.41 1.61
H -2.45 0.53 0.65
H -1.07 -1.41 -1.75
H 1.78 -1.67 0.99
H -0.77 2.24 0.44
H -2.78 0.86 -1.09
H 1.63 -1.19 2.81
H 0.57 0.91 2.00
H -1.29 2.32 -1.20

Calculated values
Maximum force (eV Å⁻¹): 5.809
HOMO-LUMO gap (spin up / spin down) (Ha): 0.150 / 0.365
Charge: 0
Total energy (hartree): -741.75345
HOMO level (spin up / spin down) (Eh): -0.1344 / -0.3512
2S+1: 2
ΔE to the lowest compared entry with this formula, charge and spin (kcal/mol): 66.7

***

4.
A cluster of 2 separate species, C4H11N2OS in total at a distorted geometry. Source: the OMol25 dataset; level of theory: the ωB97M-V functional and the def2-TZVPD basis.

Element x y z (Å)
S -2.80 -0.01 -0.74
O -4.30 -0.43 -0.66
N 1.85 1.34 0.07
N 1.78 -1.08 0.15
C 1.14 2.51 0.01
C -4.78 -0.96 0.59
C 3.15 -1.44 -0.46
C 1.31 0.15 0.28
H -5.67 -0.29 0.83
H 0.82 2.72 -1.06
H -4.90 -1.98 0.41
H 0.20 2.27 0.64
H 3.82 -1.72 0.30
H 3.52 -0.62 -1.00
H 1.24 -1.94 0.32
H -3.88 -1.02 1.34
H 2.90 -2.29 -1.16
H 1.76 3.41 0.26
H 2.83 1.39 -0.12

Calculated values
Maximum force (eV Å⁻¹): 4.823
HOMO-LUMO gap (spin up / spin down) (Ha): 0.275 / 0.186
Charge: +1
Total energy (hartree): -741.50542
HOMO level (spin up / spin down) (Eh): -0.4167 / -0.4284
ΔE to the lowest compared entry with this formula, charge and spin (kcal/mol): 144.9

***

5.
A structure of composition C4H11N2S at a distorted geometry. Source: the OMol25 dataset; level of theory: the ωB97M-V functional and the def2-TZVPD basis.

Element x y z (Å)
S 3.53 -0.08 -0.17
N -0.14 -0.01 -1.16
N -3.53 0.48 0.24
C -2.41 0.05 -0.33
C -1.07 0.57 -0.18
C 2.57 0.65 1.10
C 0.37 -1.34 -0.71
H -0.95 1.57 0.21
H 3.09 1.02 2.03
H 1.38 -1.37 -0.29
H -2.44 -0.74 -1.09
H 0.68 0.59 -1.13
H -1.45 -0.32 0.57
H 1.88 1.44 0.81
H 0.45 -2.09 -1.50
H -3.65 1.44 -0.08
H -0.21 -1.72 0.14
H 1.92 -0.15 1.55

Calculated values
Maximum force (eV Å⁻¹): 3.909
HOMO-LUMO gap (Ha): 0.233
Charge: -1
Total energy (hartree): -666.57827
HOMO level (Eh): -0.0970
ΔE to the lowest compared entry with this formula, charge and spin (kcal/mol): 105.6

***

6.
The ion C4H11N2S with charge -1 at a distorted geometry. Source: the OMol25 dataset; level of theory: the ωB97M-V functional and the def2-TZVPD basis.

Element x y z (Å)
S -2.67 -0.66 1.13
N 1.40 -0.03 -0.07
N -1.68 1.86 -0.88
C -0.52 0.95 -1.10
C 2.17 -0.88 0.87
C -1.06 -1.05 0.26
C -0.05 0.10 0.11
H 3.21 -0.54 0.73
H 1.46 -0.50 -0.98
H 0.34 1.54 -1.47
H -2.28 1.28 -0.22
H -0.17 0.74 1.02
H -1.33 2.64 -0.32
H 1.98 -1.95 0.97
H -1.32 -1.44 -0.72
H -0.79 0.31 -1.98
H 1.96 -0.45 1.86
H -0.65 -1.92 0.79

Calculated values
Maximum force (eV Å⁻¹): 2.438
HOMO-LUMO gap (Ha): 0.233
Charge: -1
SMILES: CN[C@@H](CN)C[S-]
Total energy (hartree): -666.70447
HOMO level (Eh): -0.0960
ΔE to the lowest compared entry with this formula, charge and spin (kcal/mol): 26.4